Arrangement A

A 2-piece molecular cluster, C6H14NS overall. Source: OMol25; level of theory: wB97M-V/def2-TZVPD.

## Properties
Frontier orbital gap, eV: 10.210
Net charge: +1
Highest occupied orbital energy, eV: -13.1

Geometry as XYZ:
```
22
C6H14NS (wB97M-V/def2-TZVPD)
S 0.276 -2.080 1.359
N -0.978 0.477 0.803
C 0.910 -1.519 -0.168
C 0.318 1.175 0.861
C -0.056 0.361 -0.298
C -0.357 0.768 -1.735
C 2.403 -1.116 -0.177
C -2.241 1.236 0.630
H -0.285 -3.367 1.011
H 0.325 2.173 0.754
H 0.347 1.443 -2.078
H -1.944 2.124 0.256
H 1.002 0.747 1.684
H 2.647 -0.502 0.593
H -1.428 1.081 -1.816
H 2.788 -0.643 -1.096
H 2.835 -2.055 -0.166
H -3.009 0.625 0.034
H -0.406 -0.105 -2.315
H -0.983 -0.459 1.309
H 0.556 -1.962 -1.085
H -2.721 1.598 1.638
```

Partial charges, Mulliken, in e: number 1, S, carries -0.3556; number 2, N, carries 0.2126; number 3, C, carries -0.0545; number 4, C, carries -0.6224; number 5, C, carries 0.5128; number 6, C, carries -1.3145; number 7, C, carries -1.2258; number 8, C, carries -0.9850; number 9, H, carries 0.2467; number 10, H, carries 0.3975; number 11, H, carries 0.3404; number 12, H, carries 0.4277; number 13, H, carries 0.1657; number 14, H, carries 0.4096; number 15, H, carries 0.3948; number 16, H, carries 0.3261; number 17, H, carries 0.4101; number 18, H, carries 0.3437; number 19, H, carries 0.3844; number 20, H, carries 0.1538; number 21, H, carries 0.5245; number 22, H, carries 0.3076

---

Arrangement B

C6H14NS as an isolated structure. Source: OMol25; level of theory: wB97M-V/def2-TZVPD.

## Properties
Frontier orbital gap (spin up / spin down), eV: 7.958 / 7.232
Net charge: +1
Highest occupied orbital energy (spin up / spin down), eV: -12.3 / -12.0

Geometry as XYZ:
```
22
C6H14NS (wB97M-V/def2-TZVPD)
S 1.146 -0.044 0.152
N -2.161 -0.742 -0.535
C -1.091 1.502 -0.295
C -1.750 0.290 0.453
C -0.841 -0.295 1.465
C 1.728 -1.779 -0.312
C 2.618 0.710 0.202
C 0.120 0.978 -1.031
H 0.880 1.695 -1.435
H -1.958 -1.718 -0.135
H -0.874 -1.372 1.272
H -1.896 1.799 -1.020
H 3.393 0.266 0.814
H -3.039 -0.421 -0.790
H -0.654 0.037 2.420
H -0.084 0.308 -1.871
H -0.934 2.247 0.503
H -2.650 0.714 1.037
H 2.789 -1.605 -0.233
H 2.628 1.760 0.224
H 1.139 -2.271 0.421
H 1.492 -2.061 -1.304
```

Partial charges, Mulliken, in e: number 1, S, carries 0.7553; number 2, N, carries -0.5242; number 3, C, carries -0.6295; number 4, C, carries 0.3154; number 5, C, carries -1.1281; number 6, C, carries -0.8891; number 7, C, carries -1.0510; number 8, C, carries -0.8130; number 9, H, carries 0.5014; number 10, H, carries 0.2130; number 11, H, carries 0.2793; number 12, H, carries 0.3600; number 13, H, carries 0.3644; number 14, H, carries 0.2499; number 15, H, carries 0.4578; number 16, H, carries 0.4154; number 17, H, carries 0.3171; number 18, H, carries 0.3552; number 19, H, carries 0.4324; number 20, H, carries 0.3819; number 21, H, carries 0.3275; number 22, H, carries 0.3089

---

Going by the energies, arrangement A is most stable and the next is 1.413 eV up.

---

Arrangement A

A 3-piece molecular cluster, C2H11N2O2 overall. Source: OMol25; level of theory: wB97M-V/def2-TZVPD.

## Properties
Frontier orbital gap, eV: 11.720
Net charge: +1
Highest occupied orbital energy, eV: -14.8

Geometry as XYZ:
```
17
C2H11N2O2 (wB97M-V/def2-TZVPD)
O 1.359 -0.731 0.808
O 3.601 -0.943 -0.984
N -1.013 0.741 0.022
N -1.282 -1.566 0.172
C -1.628 2.066 0.044
C -1.735 -0.348 0.068
H -1.975 2.370 -0.938
H -0.305 -1.818 0.285
H 1.661 -0.630 1.718
H -0.900 2.814 0.317
H -2.490 2.091 0.704
H -1.915 -2.344 0.270
H 2.152 -0.873 0.256
H 3.419 -0.015 -1.186
H 3.910 -1.246 -1.849
H -0.060 0.656 0.361
H -2.799 -0.224 -0.070
```

Partial charges, Mulliken, in e: number 1, O, carries -0.6758; number 2, O, carries -0.6838; number 3, N, carries -0.1286; number 4, N, carries -0.2306; number 5, C, carries -0.9326; number 6, C, carries 0.0806; number 7, H, carries 0.3330; number 8, H, carries 0.2484; number 9, H, carries 0.2993; number 10, H, carries 0.3467; number 11, H, carries 0.3447; number 12, H, carries 0.2504; number 13, H, carries 0.3654; number 14, H, carries 0.3355; number 15, H, carries 0.3258; number 16, H, carries 0.3597; number 17, H, carries 0.3618

---

Arrangement B

A 3-piece molecular cluster, C2H11N2O2 overall. Source: OMol25; level of theory: wB97M-V/def2-TZVPD.

## Properties
Frontier orbital gap, eV: 9.455
Net charge: +1
Highest occupied orbital energy, eV: -12.4

Geometry as XYZ:
```
17
C2H11N2O2 (wB97M-V/def2-TZVPD)
O -1.766 -1.878 -2.312
O 2.261 2.451 -0.411
N 0.968 -0.094 -0.548
N -1.328 -0.302 2.254
C -0.351 -0.151 0.188
C -0.230 -0.133 1.521
H -1.870 -2.539 -3.017
H -1.397 -0.211 -0.350
H -2.185 -0.535 1.769
H 3.108 2.806 -0.668
H -1.543 -0.003 3.209
H 1.345 -1.058 -0.262
H -2.548 -1.871 -1.839
H 1.739 0.629 -0.176
H 1.000 -0.021 -1.618
H 0.788 -0.152 1.978
H 2.008 3.063 0.283
```

Partial charges, Mulliken, in e: number 1, O, carries -0.6020; number 2, O, carries -0.6641; number 3, N, carries -0.3864; number 4, N, carries -0.4016; number 5, C, carries -0.4547; number 6, C, carries 0.1596; number 7, H, carries 0.3127; number 8, H, carries 0.1530; number 9, H, carries 0.1870; number 10, H, carries 0.3219; number 11, H, carries 0.2263; number 12, H, carries 0.4423; number 13, H, carries 0.2993; number 14, H, carries 0.4375; number 15, H, carries 0.3690; number 16, H, carries 0.2744; number 17, H, carries 0.3257

---

Arrangement C

A 3-piece molecular cluster, C2H11N2O2 overall. Source: OMol25; level of theory: wB97M-V/def2-TZVPD.

## Properties
Frontier orbital gap, eV: 9.645
Net charge: +1
Highest occupied orbital energy, eV: -12.8

Geometry as XYZ:
```
17
C2H11N2O2 (wB97M-V/def2-TZVPD)
O -0.621 1.658 0.845
O -2.348 -1.733 0.236
N 2.189 0.672 0.818
N -0.471 -0.578 -1.425
C 1.422 0.643 -0.326
C 0.659 -0.440 -0.512
H -0.860 -1.538 -1.341
H -1.222 0.085 -1.180
H 0.729 -1.217 0.267
H -0.012 1.120 1.421
H -0.350 -0.534 -2.459
H 2.168 -0.036 1.539
H 3.051 1.240 0.801
H -2.288 -2.697 0.263
H -2.457 -1.632 1.199
H -0.944 2.323 1.473
H 1.585 1.422 -1.035
```

Partial charges, Mulliken, in e: number 1, O, carries -0.5756; number 2, O, carries -0.6405; number 3, N, carries -0.3653; number 4, N, carries -0.2274; number 5, C, carries -0.2678; number 6, C, carries -0.2732; number 7, H, carries 0.3522; number 8, H, carries 0.3513; number 9, H, carries 0.1965; number 10, H, carries 0.3521; number 11, H, carries 0.3972; number 12, H, carries 0.2159; number 13, H, carries 0.2173; number 14, H, carries 0.3361; number 15, H, carries 0.3169; number 16, H, carries 0.3041; number 17, H, carries 0.3100

---

Arrangement D

A 3-piece molecular cluster, C2H11N2O2 overall. Source: OMol25; level of theory: wB97M-V/def2-TZVPD.

## Properties
Frontier orbital gap, eV: 11.411
Net charge: +1
Highest occupied orbital energy, eV: -14.8

Geometry as XYZ:
```
17
C2H11N2O2 (wB97M-V/def2-TZVPD)
O 0.759 1.438 -0.317
O 3.168 2.379 -1.594
N -1.113 -1.696 -1.265
N -0.919 -0.659 0.802
C -1.195 -0.608 2.217
C -1.285 -1.661 0.045
H -0.494 0.026 0.169
H 3.782 1.647 -1.675
H -1.782 -2.464 0.602
H -0.455 -1.082 -1.721
H 1.634 1.559 -0.730
H 3.267 2.975 -2.339
H -1.741 -2.240 -1.835
H -2.280 -0.522 2.395
H -1.078 -1.567 2.716
H 0.365 2.294 -0.186
H -0.632 0.181 2.717
```

Partial charges, Mulliken, in e: number 1, O, carries -0.6611; number 2, O, carries -0.6675; number 3, N, carries -0.3254; number 4, N, carries 0.0116; number 5, C, carries -0.8244; number 6, C, carries 0.2105; number 7, H, carries 0.1172; number 8, H, carries 0.3270; number 9, H, carries 0.3938; number 10, H, carries 0.2263; number 11, H, carries 0.3429; number 12, H, carries 0.3204; number 13, H, carries 0.2513; number 14, H, carries 0.3648; number 15, H, carries 0.3291; number 16, H, carries 0.2786; number 17, H, carries 0.3050

---

Going by the energies, arrangement A is most stable and the next is 0.515 eV up.

---

Arrangement A

One molecule with the formula CH2N4S2. Source: OMol25; level of theory: wB97M-V/def2-TZVPD.

## Properties
Frontier orbital gap, eV: 7.741
Highest occupied orbital energy, eV: -8.3

Geometry as XYZ:
```
9
CH2N4S2 (wB97M-V/def2-TZVPD)
S -3.187 -0.840 -0.200
S 2.725 -0.943 -0.367
N 1.385 -0.132 -0.430
N 1.221 0.981 0.078
N -0.030 1.493 -0.011
N -1.000 0.736 -0.230
C -1.754 -0.062 -0.624
H -2.883 -0.762 1.099
H 3.522 -0.469 0.684
```

Partial charges, Mulliken, in e: number 1, S, carries -0.1242; number 2, S, carries -0.1443; number 3, N, carries 0.0750; number 4, N, carries -0.0740; number 5, N, carries -0.9514; number 6, N, carries 0.5393; number 7, C, carries 0.3575; number 8, H, carries 0.1499; number 9, H, carries 0.1722

---

Arrangement B

One molecule with the formula CH2N4S2. Source: OMol25; level of theory: wB97M-V/def2-TZVPD.

## Properties
Frontier orbital gap, eV: 10.023
Highest occupied orbital energy, eV: -9.8

Geometry as XYZ:
```
9
CH2N4S2 (wB97M-V/def2-TZVPD)
S -1.552 -1.385 -0.150
S 1.878 -1.280 -0.231
N 0.731 0.023 -0.156
N 0.126 2.085 -0.118
N -0.981 1.317 -0.194
N 1.156 1.341 -0.131
C -0.599 0.059 -0.151
H -2.700 -0.729 0.018
H 1.941 -1.430 1.113
```

Partial charges, Mulliken, in e: number 1, S, carries -0.2334; number 2, S, carries -0.1073; number 3, N, carries 0.2014; number 4, N, carries -0.2708; number 5, N, carries -0.3250; number 6, N, carries -0.1793; number 7, C, carries 0.5681; number 8, H, carries 0.1669; number 9, H, carries 0.1793

---

Going by the energies, arrangement B is most stable and the next is 3.615 eV up.

---

Arrangement A

A 2-piece molecular cluster, C5H8ClNS overall. Source: OMol25; level of theory: wB97M-V/def2-TZVPD.

## Properties
Frontier orbital gap, eV: 8.791
Highest occupied orbital energy, eV: -9.4

Geometry as XYZ:
```
16
C5H8ClNS (wB97M-V/def2-TZVPD)
Cl 1.616 0.704 -2.194
S 1.531 1.577 1.393
N -1.351 -0.380 -0.033
C 0.533 0.110 -0.805
C -0.384 -1.111 -1.087
C -0.449 -0.538 1.077
C -0.837 0.993 -0.751
C 1.076 -0.126 0.756
H 0.174 1.571 2.699
H -0.501 -1.225 -2.259
H 0.030 -2.020 -0.758
H -0.885 2.043 -0.219
H -1.251 1.063 -1.747
H 1.828 -0.853 0.766
H -0.831 -0.162 1.980
H -0.299 -1.647 1.184
```

Partial charges, Mulliken, in e: number 1, Cl, carries -0.2248; number 2, S, carries -0.2157; number 3, N, carries -0.4550; number 4, C, carries 0.1913; number 5, C, carries -0.4373; number 6, C, carries -0.9132; number 7, C, carries -0.4511; number 8, C, carries -0.0337; number 9, H, carries 0.1316; number 10, H, carries 0.2799; number 11, H, carries 0.2858; number 12, H, carries 0.2085; number 13, H, carries 0.3634; number 14, H, carries 0.4058; number 15, H, carries 0.5819; number 16, H, carries 0.2827

---

Arrangement B

One molecule with the formula C5H8ClNS. Source: OMol25; level of theory: wB97M-V/def2-TZVPD.

## Properties
Frontier orbital gap, eV: 8.884
Highest occupied orbital energy, eV: -8.8

Geometry as XYZ:
```
16
C5H8ClNS (wB97M-V/def2-TZVPD)
Cl -2.972 -0.094 -0.746
S 2.881 -0.736 -0.806
N 0.799 0.500 0.328
C -0.859 -1.678 0.402
C -0.303 0.415 -0.592
C 2.126 0.404 0.144
C 0.244 1.833 -0.241
C -1.410 -0.229 0.110
H -1.578 0.258 1.010
H -1.651 -2.361 0.811
H -0.415 2.325 0.467
H -0.472 -2.133 -0.539
H 0.831 2.275 -0.937
H 0.082 -0.320 -1.379
H -0.099 -1.612 1.196
H 2.795 1.153 0.772
```

Partial charges, Mulliken, in e: number 1, Cl, carries -0.2016; number 2, S, carries -0.2530; number 3, N, carries -0.0565; number 4, C, carries -1.1476; number 5, C, carries -0.1563; number 6, C, carries -0.2217; number 7, C, carries -0.6803; number 8, C, carries 0.1675; number 9, H, carries 0.2526; number 10, H, carries 0.3643; number 11, H, carries 0.2490; number 12, H, carries 0.3190; number 13, H, carries 0.4248; number 14, H, carries 0.3297; number 15, H, carries 0.3396; number 16, H, carries 0.2705

---

Going by the energies, arrangement B is most stable and the next is 2.579 eV up.

---

Arrangement A

One molecule with the formula C4H5FN2O. Source: OMol25; level of theory: wB97M-V/def2-TZVPD.

## Properties
Frontier orbital gap, eV: 10.883
Highest occupied orbital energy, eV: -10.6

Geometry as XYZ:
```
13
C4H5FN2O (wB97M-V/def2-TZVPD)
F 1.669 -0.844 -1.320
O -0.946 -1.148 0.028
N -2.268 -1.292 -0.038
N -2.730 -0.062 -0.318
C 1.493 -0.034 0.987
C -1.637 0.823 -0.482
C 1.033 0.061 -0.460
C -0.497 0.034 -0.527
H 1.384 0.933 -0.943
H 1.385 -1.091 1.115
H 0.520 0.390 1.593
H -2.050 1.896 -0.923
H 2.645 0.332 1.288
```

Partial charges, Mulliken, in e: number 1, F, carries -0.3067; number 2, O, carries -0.0526; number 3, N, carries -0.0846; number 4, N, carries -0.2631; number 5, C, carries -0.9871; number 6, C, carries -0.2451; number 7, C, carries 0.2385; number 8, C, carries 0.2262; number 9, H, carries 0.3020; number 10, H, carries 0.2990; number 11, H, carries 0.3016; number 12, H, carries 0.2917; number 13, H, carries 0.2802

---

Arrangement B

One molecule with the formula C4H5FN2O. Source: OMol25; level of theory: wB97M-V/def2-TZVPD.

## Properties
Frontier orbital gap, eV: 9.623
Highest occupied orbital energy, eV: -9.9

Geometry as XYZ:
```
13
C4H5FN2O (wB97M-V/def2-TZVPD)
F 0.412 -1.869 1.018
O 0.432 2.731 1.781
N 0.342 0.272 -1.760
N -0.915 -1.611 -1.292
C 0.192 1.830 1.018
C 0.456 0.405 1.367
C -0.075 -0.594 -0.916
C 0.285 -0.616 0.532
H -1.408 -2.087 -0.593
H 1.035 0.885 -1.370
H -0.258 2.018 0.036
H -1.278 -1.579 -2.229
H 0.779 0.216 2.408
```

Partial charges, Mulliken, in e: number 1, F, carries -0.2846; number 2, O, carries -0.4693; number 3, N, carries -0.7378; number 4, N, carries -0.4565; number 5, C, carries -0.2893; number 6, C, carries -0.3118; number 7, C, carries 0.6038; number 8, C, carries 0.4048; number 9, H, carries 0.1965; number 10, H, carries 0.2834; number 11, H, carries 0.4464; number 12, H, carries 0.2530; number 13, H, carries 0.3613

---

Going by the energies, arrangement B is most stable and the next is 3.330 eV up.